(1)
Density functional theory data (ωB97M-V with the def2-TZVPD basis set) for a molecular structure, C22H30N8O2S2Tl in a non-equilibrium geometry.

Last column: Löwdin charge in e.
Positions of all 65 atoms, in Å:
Tl -1.542 -1.923 1.668  0.632
S -3.150 -0.088 0.029  0.501
C -2.848 -0.687 -1.553  -0.900
N -3.821 -0.635 -2.429  0.006
N -3.510 -0.815 -3.764  -0.035
C -2.908 0.122 -4.546  -0.270
C -2.932 -0.023 -5.942  -0.053
C -2.369 0.933 -6.760  -0.124
C -1.765 2.058 -6.221  -0.138
C -1.724 2.205 -4.842  -0.112
C -2.278 1.256 -4.011  -0.039
N -1.667 -1.244 -1.926  0.078
N -0.889 -1.702 -1.007  -0.016
C 0.280 -2.280 -1.425  -0.331
C 0.876 -3.291 -0.656  -0.085
C 2.123 -3.773 -0.985  -0.082
C 2.813 -3.266 -2.080  -0.087
C 2.233 -2.270 -2.849  -0.095
C 0.977 -1.787 -2.541  -0.052
H -4.150 -1.443 -4.234  0.131
H -3.412 -0.892 -6.371  0.099
H -2.409 0.808 -7.835  0.093
H -1.333 2.809 -6.867  0.084
H -1.260 3.082 -4.412  0.096
H -2.261 1.391 -2.942  0.092
H 0.339 -3.677 0.201  0.067
H 2.571 -4.540 -0.371  0.106
H 3.796 -3.643 -2.326  0.097
H 2.765 -1.857 -3.696  0.100
H 0.513 -1.005 -3.126  0.108
C -2.823 1.118 5.489  -0.024
C -2.150 0.191 4.508  -0.315
N -2.623 -0.044 3.335  -0.079
O -3.830 0.590 3.018  -0.123
C -0.970 -0.512 4.933  -0.354
C -0.392 -0.265 6.307  -0.065
N -0.474 -1.434 4.152  -0.249
O 0.507 -2.162 4.495  -0.241
H -3.569 1.715 4.970  0.065
H -2.103 1.773 5.976  0.071
H -3.320 0.529 6.260  0.086
H -3.944 0.393 2.073  -0.055
H -1.125 -0.487 7.084  0.066
H -0.051 0.765 6.429  0.061
H 0.458 -0.937 6.420  0.055
C 3.591 1.856 -1.465  -0.082
C 2.080 1.775 -1.220  -0.238
N 1.702 0.617 -0.449  0.001
C 1.753 0.454 0.887  -0.773
S 1.378 -1.030 1.550  0.681
N 2.157 1.473 1.669  -0.002
C 2.280 1.371 3.105  -0.272
C 3.673 0.921 3.543  -0.087
H 3.828 2.725 -2.077  0.068
H 3.927 0.957 -1.980  0.069
H 4.132 1.938 -0.524  0.063
H 1.566 1.711 -2.181  0.115
H 1.728 2.686 -0.724  0.111
H 1.477 -0.223 -0.967  0.077
H 2.451 2.336 1.244  0.122
H 1.554 0.630 3.444  0.071
H 2.039 2.346 3.541  0.115
H 3.874 -0.072 3.152  0.060
H 3.714 0.871 4.628  0.069
H 4.447 1.603 3.194  0.062

Atoms 1-2, force components in eV/Å:
-0.3 -0.3 0.8
0.4 0.1 0.0

The HOMO-LUMO gap is 5.138 eV. As for the net charge: -1. As for the highest occupied orbital energy: -3.6 eV. Its energy relative to the best compared isomer or geometry (same formula, charge and spin) is 195.7 kJ/mol. The value obtained for the molar mass is 707.1 g mol⁻¹.

(2)
Density functional theory data (ωB97M-V with the def2-TZVPD basis set) for 2 unconnected molecules or ions with the total composition C10H16O in a non-equilibrium geometry.

Last column: Löwdin charge in e.
Positions of all 27 atoms, in Å:
C 1.473 3.215 0.716  -0.309
C 1.263 2.162 1.809  -0.112
C 0.556 3.067 -0.524  -0.118
H 2.518 3.153 0.389  0.091
H 1.400 4.244 1.072  0.090
H 2.217 1.811 2.196  0.066
H 0.569 2.529 2.563  0.072
H -0.298 2.484 -0.203  0.055
H 0.850 1.255 1.357  0.042
H 1.040 2.560 -1.356  0.061
H 0.179 4.035 -0.853  0.061
C -1.877 -0.764 -2.323  -0.052
C 0.093 -0.982 -0.757  -0.047
C -1.084 -1.520 -1.277  -0.287
C 0.692 -1.543 0.364  -0.022
C -1.588 -2.681 -0.722  -0.052
C 0.120 -2.675 0.938  -0.325
C -0.945 -3.322 0.332  -0.025
O 0.600 -3.013 2.183  0.039
H 0.696 -0.252 -1.288  0.113
H 1.454 -1.016 0.925  0.110
H -1.505 -0.953 -3.334  0.079
H -1.770 0.312 -2.189  0.070
H -2.485 -3.128 -1.140  0.114
H -1.320 -4.196 0.855  0.111
H 0.080 -3.752 2.523  0.100
H -2.930 -1.028 -2.256  0.074

Atoms 1-2, force components in eV/Å:
0.8 0.2 -0.8
-0.1 -0.1 -0.8

The HOMO-LUMO gap is 9.275 eV. As for the net charge: 0. As for the highest occupied orbital energy: -8.4 eV. Its energy relative to the best compared isomer or geometry (same formula, charge and spin) is 116.9 kJ/mol. Its structure (SMILES) is Cc1ccc(O)cc1.CCC. The value obtained for the molar mass is 152.2 g mol⁻¹.

(3)
Density functional theory data (ωB97M-V with the def2-TZVPD basis set) for 3 unconnected molecules or ions with the total composition C7H16O2 in a non-equilibrium geometry.

Last column: Löwdin charge in e.
Positions of all 25 atoms, in Å:
C -0.960 -0.102 0.128  -0.490
C 1.458 -0.370 0.261  -0.471
C -0.415 0.710 -0.837  -0.020
C -1.324 0.380 1.493  -0.012
C 2.397 -0.166 -0.901  -0.076
C 1.428 -1.786 0.761  -0.073
C -2.512 1.383 -1.356  -0.031
O -1.424 -1.311 -0.253  0.063
O 1.777 0.474 1.353  -0.041
H -1.853 -1.756 0.488  0.120
H 1.983 1.354 1.016  0.092
H -0.194 0.318 -1.818  0.101
H -0.060 1.689 -0.562  0.099
H -0.567 0.075 2.221  0.083
H -2.286 -0.021 1.822  0.093
H -1.388 1.465 1.521  0.092
H 3.438 -0.395 -0.620  0.088
H 2.402 0.872 -1.253  0.075
H 2.119 -0.804 -1.742  0.084
H 0.786 -1.890 1.639  0.074
H 2.432 -2.126 1.063  0.087
H 1.074 -2.466 -0.016  0.081
H -2.237 2.184 -2.040  -0.010
H -3.091 1.746 -0.509  -0.005
H -2.980 0.541 -1.860  -0.003

Atoms 1-2, force components in eV/Å:
1.1 -0.2 0.2
0.9 -0.5 1.0

The HOMO-LUMO gap (alpha / beta) is 6.736 / 6.730 eV. As for the net charge: 0. As for the highest occupied orbital energy (alpha / beta): -6.1 / -6.1 eV. Its energy relative to the best compared isomer or geometry (same formula, charge and spin) is 570.5 kJ/mol. The value obtained for the molar mass is 132.2 g mol⁻¹.

(4)
Density functional theory data (ωB97M-V with the def2-TZVPD basis set) for C3H4F2N2 in the gas phase in a non-equilibrium geometry.

Last column: Löwdin charge in e.
Positions of all 11 atoms, in Å:
C -0.510 0.943 -0.034  -0.195
C 0.083 -0.448 0.164  -0.244
C -2.775 0.145 -0.080  -0.486
N -1.942 1.021 0.193  0.124
N -0.535 -1.404 0.673  0.120
F -3.950 0.256 0.464  0.162
F -2.626 -0.998 -0.767  0.120
H 0.233 1.548 0.707  0.156
H -0.292 1.563 -0.900  0.104
H 1.073 -0.473 -0.298  0.106
H -0.102 -2.261 0.798  0.034

Atoms 1-2, force components in eV/Å:
0.6 0.5 1.7
0.5 0.7 -1.9

The HOMO-LUMO gap is 10.639 eV. As for the net charge: 0. As for the highest occupied orbital energy: -9.7 eV. Its energy relative to the best compared isomer or geometry (same formula, charge and spin) is 93.2 kJ/mol. Its structure (SMILES) is [H]/N=C/CN=C(F)F. The value obtained for the molar mass is 106.1 g mol⁻¹.

(5)
Density functional theory data (ωB97M-V with the def2-TZVPD basis set) for a gas-phase ion, C6H18NSSi (charge +1) in a non-equilibrium geometry.

Last column: Löwdin charge in e.
Positions of all 27 atoms, in Å:
C 3.354 -0.997 -0.460  -0.120
C -1.392 1.423 1.741  -0.164
C -0.680 2.025 -1.350  -0.169
C 1.921 -0.535 -0.537  -0.373
C 1.265 0.278 0.569  -0.287
C -1.512 -0.840 -0.414  -0.511
N -1.010 -1.922 0.503  0.120
Si -0.527 0.819 0.113  0.597
S -3.595 -0.724 -0.465  0.648
H 3.460 -1.627 0.528  0.119
H 3.650 -1.734 -1.215  0.077
H 3.972 -0.089 -0.440  0.081
H -1.670 0.601 2.357  0.003
H -0.744 1.946 2.399  0.018
H -2.304 2.053 1.334  0.084
H -1.780 1.985 -1.811  0.081
H -0.588 3.087 -0.840  0.089
H -0.089 1.795 -2.143  -0.032
H 1.650 0.160 -1.483  0.144
H 1.475 -1.529 -0.807  0.086
H 1.894 1.146 0.739  0.087
H 1.187 -0.054 1.626  0.081
H -1.549 -1.291 -1.486  0.089
H -0.072 -2.189 0.257  0.123
H -1.079 -1.651 1.449  0.126
H -1.604 -2.763 0.401  0.172
H -3.632 0.628 -0.566  -0.169

Atoms 1-2, force components in eV/Å:
0.6 -0.2 2.4
-1.2 0.6 -3.1

The HOMO-LUMO gap is 9.870 eV. As for the net charge: +1. As for the highest occupied orbital energy: -13.4 eV. Its energy relative to the best compared isomer or geometry (same formula, charge and spin) is 30.9 kJ/mol. Its structure (SMILES) is CCC[Si](C)(C)[C@@H]([NH3+])S. The value obtained for the molar mass is 164.4 g mol⁻¹.

(6)
Density functional theory data (ωB97M-V with the def2-TZVPD basis set) for 7 unconnected molecules or ions with the total composition C6H25N2O6.

Last column: Löwdin charge in e.
Positions of all 39 atoms, in Å:
C -0.314 -0.670 -1.721  -0.036
C 0.590 -1.684 -1.059  -0.299
C 1.345 -1.163 0.165  -0.110
C 0.397 -0.648 1.226  -0.342
C -0.424 -1.442 1.891  0.108
C 0.017 1.338 2.411  0.011
N 0.463 0.773 1.373  0.013
N 1.654 -2.064 -2.087  0.203
H 0.205 0.099 -2.289  0.079
H -1.034 -1.145 -2.386  0.095
H -0.906 -0.167 -0.963  0.069
H 0.042 -2.585 -0.818  0.146
H 1.955 -1.949 0.620  0.131
H 2.049 -0.387 -0.136  0.102
H -1.129 -1.096 2.637  0.078
H -0.510 -2.504 1.696  0.083
H 0.105 2.416 2.460  0.092
H -0.414 0.879 3.284  0.071
H 2.196 -1.192 -2.316  0.110
H 2.290 -2.772 -1.746  0.160
H 1.232 -2.478 -2.922  0.175
H 1.265 1.071 5.613  0.050
H 2.250 0.351 4.664  0.052
O 1.385 0.768 4.714  -0.047
H -4.240 0.943 -0.191  0.057
H -2.860 1.260 -0.808  -0.003
O -3.530 0.556 -0.701  -0.061
H 0.973 1.656 -0.106  0.033
H 1.432 3.019 -0.693  0.086
O 1.069 2.171 -0.965  -0.087
H 2.184 1.111 -1.802  0.012
H 3.290 0.983 -2.896  0.076
O 2.744 0.468 -2.296  -0.066
H -3.806 -2.523 -0.922  0.038
H -3.102 -1.183 -0.769  -0.010
O -2.922 -2.148 -0.863  -0.092
H -0.764 2.420 -1.002  0.014
H -1.906 3.291 -1.573  0.072
O -1.730 2.599 -0.923  -0.062

Atoms 1-2, force components in eV/Å:
-0.6 0.1 -0.1
0.6 0.3 -0.2

The HOMO-LUMO gap is 9.851 eV. As for the net charge: +1. As for the highest occupied orbital energy: -12.4 eV. Its energy relative to the best compared isomer or geometry (same formula, charge and spin) is 0.0 kJ/mol. The value obtained for the molar mass is 221.3 g mol⁻¹.

(7)
Density functional theory data (ωB97M-V with the def2-TZVPD basis set) for 3 unconnected molecules or ions with the total composition C39H52BBrNO7P in a non-equilibrium geometry.

Last column: Löwdin charge in e.
Positions of all 102 atoms, in Å:
C 4.759 1.572 6.617  -0.039
C 3.403 1.988 7.157  -0.157
C 2.220 2.631 6.200  -0.176
C 0.753 1.860 6.390  -0.068
C 0.511 0.596 7.421  -0.012
C -0.986 -0.109 7.520  -0.047
C -2.271 0.396 6.602  0.005
C -2.000 1.665 5.577  -0.015
C -0.507 2.414 5.483  0.016
C -0.392 3.717 4.442  -0.182
O 0.223 4.846 4.801  -0.038
C -1.153 3.481 2.973  0.037
C -0.473 3.955 1.521  -0.070
C 0.977 4.719 1.477  -0.167
C 2.099 4.034 0.499  -0.146
C 2.057 2.397 0.424  -0.268
O 1.676 1.562 1.394  -0.029
N 2.562 1.772 -0.893  0.008
C 2.174 0.314 -0.993  -0.187
C 2.884 -0.947 -0.221  -0.007
C 2.385 -2.524 -0.456  -0.048
C 1.126 -2.793 -1.524  -0.069
C 0.371 -1.569 -2.333  -0.065
C 0.924 -0.042 -2.033  0.002
C -1.377 3.642 0.149  -0.399
Br -0.694 4.225 -1.683  0.637
C -2.858 2.865 0.209  -0.115
C -3.695 2.549 -1.203  -0.101
B -3.090 1.090 -1.740  -0.468
O -2.597 0.849 -3.124  0.018
O -3.006 -0.096 -0.818  -0.001
C -3.514 2.399 1.672  -0.200
P -5.192 1.515 1.887  0.912
O -5.663 0.593 0.488  -0.342
O -6.450 2.570 2.466  -0.324
C -2.642 2.724 3.062  0.000
C -3.193 2.276 4.576  -0.209
O -4.453 2.421 4.992  -0.034
H 5.413 2.287 5.951  0.063
H 5.218 0.528 6.886  0.056
H 3.174 1.799 8.306  0.102
H 2.546 2.376 5.080  0.126
H 2.140 3.798 6.251  0.109
H 1.399 0.204 8.110  0.090
H -1.200 -1.012 8.268  0.092
H -3.340 -0.081 6.664  0.101
H 0.765 5.806 1.031  0.136
H 1.482 4.895 2.517  0.115
H 3.161 4.319 0.962  0.135
H 2.125 4.490 -0.604  0.101
H 3.606 1.881 -0.838  0.126
H 3.795 -0.704 0.508  0.097
H 2.952 -3.391 0.109  0.071
H 0.773 -3.904 -1.739  0.081
H -0.514 -1.713 -3.107  0.085
H 0.425 0.855 -2.626  0.087
H -4.859 2.543 -1.050  0.102
H -3.466 3.320 -2.054  0.091
H -2.431 -0.157 -3.196  0.112
H -2.159 -0.055 -0.277  0.117
H -6.358 1.174 0.017  0.072
H -6.552 3.395 1.905  0.068
C 4.891 -6.275 -0.811  -0.113
C 5.504 -5.767 0.485  -0.275
C 6.294 -4.468 0.311  -0.231
C 7.512 -4.558 -0.616  -0.228
C 8.558 -5.605 -0.226  -0.275
C 9.198 -5.341 1.128  -0.117
H 5.656 -6.525 -1.551  0.068
H 4.306 -7.182 -0.619  0.072
H 4.220 -5.527 -1.243  0.066
H 6.138 -6.546 0.922  0.099
H 4.697 -5.589 1.205  0.102
H 6.615 -4.118 1.300  0.102
H 5.622 -3.693 -0.077  0.096
H 7.993 -3.572 -0.651  0.110
H 7.175 -4.763 -1.639  0.102
H 9.347 -5.608 -0.989  0.105
H 8.120 -6.608 -0.235  0.099
H 9.680 -4.358 1.147  0.075
H 9.964 -6.096 1.336  0.070
H 8.464 -5.382 1.937  0.066
C -7.031 -0.487 -8.432  -0.117
C -5.922 0.433 -7.943  -0.275
C -5.184 -0.108 -6.717  -0.228
C -6.042 -0.286 -5.459  -0.224
C -6.752 0.976 -4.965  -0.266
C -5.794 2.083 -4.552  -0.104
H -7.816 -0.610 -7.681  0.066
H -7.496 -0.069 -9.332  0.071
H -6.634 -1.475 -8.685  0.075
H -6.334 1.427 -7.736  0.099
H -5.197 0.564 -8.755  0.105
H -4.342 0.558 -6.492  0.101
H -4.738 -1.079 -6.971  0.109
H -5.401 -0.670 -4.655  0.106
H -6.794 -1.064 -5.639  0.102
H -7.369 0.710 -4.097  0.104
H -7.441 1.353 -5.727  0.099
H -5.121 1.741 -3.759  0.050
H -6.355 2.943 -4.171  0.073
H -5.189 2.429 -5.395  0.074

Atoms 1-2, force components in eV/Å:
-3.2 1.1 1.5
2.9 -1.1 -1.4

The HOMO-LUMO gap is 6.621 eV. As for the net charge: 0. As for the highest occupied orbital energy: -8.2 eV. Its structure (SMILES) is C=CCc1cccc2c1C(=O)c1c(CCC(=O)Nc3ccccc3)c(Br)c(CB(O)O)c(P(O)O)c1C2=O.CCCCCC.CCCCCC. The value obtained for the molar mass is 768.5 g mol⁻¹.

(8)
Density functional theory data (ωB97M-V with the def2-TZVPD basis set) for a molecular structure, C2H5NO in a non-equilibrium geometry.

Last column: Löwdin charge in e.
Positions of all 9 atoms, in Å:
C 0.102 -0.183 1.046  -0.128
C -0.236 -0.420 -0.356  -0.929
H -0.306 1.377 1.439  0.183
H 1.844 -0.445 1.153  0.216
H -0.782 -1.486 1.862  0.227
H 0.144 1.725 -1.027  0.231
H -0.398 0.477 -2.144  0.179
N 0.547 0.319 -1.288  0.007
O -0.915 -1.364 -0.685  0.015

Atoms 1-2, force components in eV/Å:
0.8 0.4 4.0
0.7 -1.1 -0.2

The HOMO-LUMO gap is 9.206 eV. As for the net charge: 0. As for the highest occupied orbital energy: -10.1 eV. Its energy relative to the best compared isomer or geometry (same formula, charge and spin) is 1105.8 kJ/mol. The value obtained for the molar mass is 59.1 g mol⁻¹.